[1]
The molecule C3H8N2O2. Source: OMol25; level of theory: ωB97M-V/def2-TZVPD.

Electronic energy = -379.07355 Eh
E_LUMO = 0.030 Eh
Relative energy (zero: lowest compared OMol25 entry of this formula, charge and spin) = 177.1 kJ/mol
SMILES = NC(N)=C(O)CO
Orbital gap = 8.12 eV

Structure (XYZ):
```
15
Properties=species:S:1:pos:R:3:forces:R:3
H -0.91936 -0.71976 -2.15784 0.0534 -0.0172 0.1206
C 0.32394 -0.09054 -0.56287 -0.3807 0.0841 -0.1058
H 1.12512 0.75224 -2.12368 0.0353 -0.0257 0.1402
O 1.34669 0.03691 -1.51387 0.0853 0.0296 0.0682
H -2.84594 0.05493 -1.20861 -0.0294 -0.0565 0.0269
H -1.29846 -0.06868 1.38713 -0.1028 0.0158 0.0810
C -1.00100 -0.58722 -1.07250 0.4845 -0.4492 0.2106
N 1.83012 0.69089 1.11777 0.0408 0.0625 -0.0212
N -0.38829 0.21354 1.71117 -0.0785 -0.0304 0.0924
H -0.11847 -0.18859 2.59607 -0.0268 -0.0726 -0.0534
H -1.23444 -1.57274 -0.62918 0.0001 0.1343 -0.1292
C 0.58161 0.22076 0.72196 0.1670 -0.0756 -0.5244
O -2.04454 0.32176 -0.74902 -0.2793 0.4012 0.0630
H 2.54232 0.50211 0.42753 0.0136 -0.0523 0.1070
H 2.10072 0.43440 2.05595 0.0175 0.0519 -0.0760
```
Positions in Å, forces in eV/Å.

---

[2]
A structure of composition C20H19BrCl2F2NO3PPdS at a distorted geometry. Source: OMol25; level of theory: ωB97M-V/def2-TZVPD.

Electronic energy = -5614.77892 Eh
E_LUMO = -0.398 Eh
Orbital gap = 3.75 eV
Charge = +2

Structure (XYZ):
```
51
Properties=species:S:1:pos:R:3:forces:R:3
Cl 1.99420 1.27467 -2.24365 1.4001 1.1546 0.0980
H 3.04175 1.66891 3.24200 0.1280 0.0036 0.0047
C 0.98385 -3.04219 -1.53682 0.6558 0.3159 0.4763
C 0.69629 -3.45419 -2.77883 -0.0794 0.1547 -0.3633
C 0.23863 -2.57476 -3.82545 0.0194 0.0912 -0.3224
C -0.87759 3.20266 3.69865 0.2237 0.6770 -0.2471
H -0.00489 -1.11497 2.47451 -0.1421 -0.1296 0.0510
C 0.75426 -1.65562 -1.29661 -0.2532 0.2152 0.0253
F -0.86320 0.03488 3.81046 -0.1185 0.0534 0.1528
H 1.52187 -0.02708 4.25633 0.0368 -0.0360 0.1397
H 0.05972 -5.65447 -0.28411 -0.0906 -0.1134 -0.0588
H 1.50590 2.39962 3.56227 -0.0911 0.1291 -0.1225
C 0.01511 -0.06135 2.76809 0.2320 -0.1449 -0.0765
C -0.46020 0.73995 1.56947 0.1027 0.3232 -0.0051
C -0.31905 -0.25541 -4.70919 0.3804 0.0436 0.0275
C 1.99392 1.64887 2.95268 0.2087 -0.1006 0.4100
H -0.62059 -4.09971 0.18386 -0.1319 0.0290 0.0532
Pd 3.66375 2.72163 -1.33099 -0.5738 -0.5709 -0.3485
O -0.31542 4.14952 3.25529 -0.0739 -0.6217 0.1019
H 0.51690 -4.90698 1.24599 0.0393 -0.1584 0.1058
C 0.07397 -1.19515 -3.61573 0.0425 -0.1987 -0.4980
C -0.31519 0.99652 -0.87366 0.3340 -0.1984 -0.1743
H -1.00374 0.49182 -4.32497 -0.1783 0.0553 -0.0510
C 1.45684 0.24916 3.20845 -0.1559 0.1138 -0.5545
C 1.45369 -3.99145 -0.48114 -0.1787 -0.1202 0.2108
Cl -1.56460 2.83437 -2.31472 -0.0487 0.1066 -0.1821
H 2.12606 -4.70759 -0.94277 0.0995 -0.1019 -0.0036
H 0.56687 0.27254 -5.06138 0.0660 0.0978 -0.0624
H 2.03557 -3.45924 0.26650 0.1408 0.1195 0.0086
C -1.89100 2.38272 2.90626 -0.0990 -0.1776 0.2061
C -1.31367 1.85333 1.60935 -0.0693 0.0475 -0.1755
C -1.68149 2.50742 0.40226 -0.0320 -0.0117 -0.0941
H -4.09992 3.27265 0.55996 -0.0099 -0.1421 -0.1525
P -2.86779 3.94282 0.46572 -0.0036 0.3749 0.3020
H -0.75057 -0.74144 -5.57746 -0.2361 -0.0408 -0.0534
H 2.08897 -0.44442 2.65149 0.1700 -0.2018 0.1481
H -0.35848 -2.58376 -5.62548 0.0683 0.0280 -0.1438
O -2.58356 4.91063 1.53444 0.0113 0.0296 0.0456
S 1.07882 -1.03476 0.20625 -0.4882 -0.2175 0.4007
N 0.23748 0.60776 -2.09923 -1.1944 -0.7358 0.3284
H -2.33695 1.61000 3.51438 0.1409 -0.2119 0.0322
H 1.95099 1.92501 1.89939 -0.1523 0.1113 -0.1054
C 0.27703 -4.71392 0.20721 0.1044 0.1953 -0.0886
C -1.17251 2.08222 -0.82321 0.0326 0.2248 0.2302
C 0.30943 -0.74801 -2.34758 -0.0527 0.2198 0.4583
H -2.67126 3.10271 2.68900 -0.0751 0.1625 0.0797
H -2.84272 4.47539 -0.81965 -0.0362 -0.1541 -0.1376
Br -0.57539 2.64820 5.52122 -0.1459 0.0532 0.0624
O 0.01379 -3.17549 -4.95351 -0.1558 -0.0795 0.0810
F 0.81705 -4.70468 -3.10696 0.0196 -0.6191 -0.1729
C 0.01704 0.34067 0.31164 0.2098 -0.0436 -0.0460
```
Positions in Å, forces in eV/Å.

---

[3]
A cluster of 6 separate species, C12H36O12 in total at a distorted geometry. Source: OMol25; level of theory: ωB97M-V/def2-TZVPD.

Electronic energy = -1381.54314 Eh
E_LUMO = -0.003 Eh
Relative energy (zero: lowest compared OMol25 entry of this formula, charge and spin) = 145.9 kJ/mol
SMILES = OCCO.OCCO.OCCO.OCCO.OCCO.OCCO
Orbital gap = 9.77 eV

Structure (XYZ):
```
60
Properties=species:S:1:pos:R:3:forces:R:3
H -2.26584 16.48326 -7.23134 0.0181 0.1350 0.0310
C -1.83358 11.80733 -3.45463 -0.2770 0.8598 0.2872
H 3.14184 12.07275 1.97875 -0.0222 0.0362 0.0837
H 2.38849 10.33877 -5.12316 -0.0399 -0.0191 0.0685
O -6.25279 13.44829 -2.51202 0.0334 0.4116 -0.1952
H 2.51744 13.79210 -4.93930 0.2663 -0.0239 -0.0245
O -4.17833 11.43853 -3.24102 -0.0434 0.3887 0.1078
H -2.70492 14.72711 -4.31375 -0.4298 0.3072 0.0539
C -3.11620 12.25275 -2.77337 0.2592 -0.5974 0.0097
C 1.40383 12.22644 -5.06781 -0.0948 0.1629 -0.1693
H -2.58571 11.78144 -5.20599 0.1480 0.1223 -0.1616
H -1.03474 12.33596 -2.92964 0.2882 -0.1437 -0.2493
H -5.10041 14.30877 -1.05681 -0.0720 0.0117 0.2379
H -1.50543 14.75919 -6.22579 -0.1341 -0.0675 0.1232
H -6.87222 14.18658 -0.70526 0.2006 -0.1471 0.1654
H -2.97268 12.16517 -1.68867 -0.1385 -0.1252 0.0724
H -5.96332 16.51836 -1.12156 0.1969 0.0361 0.0324
C -6.11234 14.40979 -1.45434 0.0377 0.2118 -0.1075
H 0.96792 11.77253 1.75832 -0.1690 -0.1728 -0.4730
O 2.84650 12.32045 1.10087 -0.0124 0.0172 -0.3313
H -11.80745 10.20225 -1.97084 -0.0654 0.0866 -0.0238
O -2.11475 16.74997 -6.32003 0.1755 -0.3242 -0.2215
H 0.60768 10.28599 -5.14040 0.0392 -0.1158 -0.0632
H -1.69236 10.73026 -3.35391 -0.0073 -0.0612 0.0543
H 1.11930 11.55024 -0.78780 0.5536 0.3336 -0.3813
H -9.35864 13.41792 -2.08182 0.1132 -0.0185 0.0310
O -10.89045 10.48258 -2.00422 0.2298 0.0837 0.2718
C -10.83345 11.91261 -2.04723 -0.5899 -0.9458 -0.3453
H -0.31078 15.88349 -5.68576 -0.0532 0.4497 0.1835
H -6.28401 13.93895 -3.34464 -0.1399 -0.2287 0.0359
H -4.99243 11.90686 -3.00466 -0.0594 -0.1827 -0.0628
C -1.95742 15.51893 -4.27471 0.8152 -0.0433 0.3709
C 0.89677 12.50685 -0.30810 -1.3663 -0.0808 0.9814
H -7.62337 11.93780 -2.37158 -0.1365 0.1049 -0.0882
C 1.48840 10.79784 -5.54085 -0.0399 0.1444 0.2306
C -9.41883 12.36186 -1.78450 0.1646 0.1730 0.3239
H -0.19931 12.50347 -0.20421 0.0633 -0.1398 0.1089
H 1.05301 12.23798 -4.03105 0.2334 -0.0635 0.1344
O 1.25269 13.66748 -1.03134 0.7464 -0.3082 -0.3558
H -1.17279 15.17721 -3.58758 0.1760 -0.4488 -0.3449
O -7.72520 16.01841 -2.06647 -0.2435 0.0029 -0.2440
H -9.19101 12.30284 -0.71109 -0.1979 -0.0057 0.0028
H 0.46993 14.18087 -1.21982 -0.1636 0.0464 0.0207
H -5.76792 16.00716 -2.82284 -0.0324 0.2615 -0.0772
C 1.44105 12.52252 1.10907 0.2182 0.2396 0.5300
C -6.33551 15.84824 -1.89766 0.0280 -0.6296 0.1515
H 0.63176 12.75535 -5.63953 -0.0206 -0.0561 -0.0998
O -2.40659 16.75570 -3.73117 -0.3629 -0.1534 -0.2573
H -7.92853 16.92961 -2.29612 0.0768 0.0062 -0.0411
O 1.51771 10.62582 -6.94401 -0.0129 -0.0968 -0.2575
H 1.18943 13.48735 1.57725 0.1144 0.0289 -0.2339
H -11.52628 12.31793 -1.30457 0.2202 0.2950 0.1070
O -1.80986 12.21238 -4.81951 -0.2422 -0.3637 0.1396
H -3.29901 13.30465 -2.99807 0.0103 0.0731 -0.0534
H -2.71755 16.56241 -2.84233 0.0228 0.1295 0.0115
H 1.47672 11.47275 -7.39493 0.0637 0.0929 0.1558
O 2.66530 12.87893 -5.20739 -0.3539 0.0031 0.0417
O -8.50110 11.55424 -2.49041 -0.0673 0.0466 -0.2564
C -1.38974 15.70106 -5.68273 -0.1992 0.0434 0.0164
H -11.19752 12.22667 -3.03129 0.2740 0.2179 -0.0574
```
Positions in Å, forces in eV/Å.

---

Question: The lowest E_LUMO belongs to which entry?
Answer: C20H19BrCl2F2NO3PPdS

---

Question: Which formula does entry 3 have?
Answer: C12H36O12

---

Question: What is the electronic energy in the third record?
Answer: -1381.54314 Eh

---

Question: Which formula does entry 3 have?
Answer: C12H36O12